No. 1
ORCA calculation (ωB97M-V with the def2-TZVPD basis set) on a molecular structure, C13H20Br24F2Si at a distorted geometry.

Structure (XYZ):
```
60
C13H20Br24F2Si (ωB97M-V with the def2-TZVPD basis set)
C -1.369 -0.793 0.573
C -1.653 0.240 -0.565
F -3.072 0.418 -0.569
C -1.278 -0.253 -1.997
Si 0.452 -1.027 -2.164
C 1.884 0.150 -1.668
C 1.654 1.637 -2.123
F 3.058 -0.325 -2.347
H -1.970 -0.445 1.455
H -1.744 -1.809 0.322
H -0.291 -0.754 0.843
H -1.246 1.257 -0.338
H -2.013 -1.062 -2.263
H -1.464 0.596 -2.697
H 0.642 -1.306 -3.608
H 0.567 -2.272 -1.401
H 2.066 0.056 -0.571
H 1.653 2.264 -1.202
H 0.741 1.788 -2.740
H 2.541 1.989 -2.706
C -3.880 2.484 -4.276
Br -3.334 3.893 -3.067
Br -2.368 1.682 -5.177
Br -4.968 1.155 -3.386
H -4.497 2.942 -5.042
C -4.288 -2.649 -4.458
Br -5.851 -3.433 -5.289
Br -4.102 -3.204 -2.613
Br -2.679 -2.998 -5.476
H -4.435 -1.574 -4.453
C 3.552 1.640 2.699
Br 4.329 2.959 3.882
Br 3.593 -0.132 3.476
Br 1.769 2.144 2.135
H 4.168 1.612 1.808
C -0.556 -2.785 4.961
Br -0.792 -1.005 5.683
Br -2.170 -3.435 4.113
Br 0.970 -2.879 3.775
H -0.350 -3.443 5.799
C 5.915 1.841 -1.057
Br 4.691 3.168 -0.356
Br 5.464 1.218 -2.839
Br 7.744 2.471 -0.983
H 5.850 0.982 -0.397
C -3.441 3.383 -8.788
Br -1.921 2.200 -8.979
Br -4.917 2.520 -7.879
Br -2.952 5.049 -7.933
H -3.782 3.626 -9.788
C 5.706 -0.628 7.229
Br 6.848 -0.009 5.794
Br 4.614 0.801 7.945
Br 4.633 -2.146 6.690
H 6.355 -0.965 8.029
C -2.835 -3.270 8.722
Br -3.769 -4.775 7.944
Br -3.548 -2.799 10.458
Br -0.924 -3.571 8.791
H -3.000 -2.420 8.068
```

As for the HOMO-LUMO gap: 0.3615 Ha. Its multiplicity is 1.

Mulliken population analysis, charges in e, atoms 1 to 6: -1.0608, 0.5593, -0.3411, 0.4734, 0.1306, 0.7099

No. 2
ORCA calculation (ωB97M-V with the def2-TZVPD basis set) on a single C4H6S2 molecule at a distorted geometry.

Structure (XYZ):
```
12
C4H6S2 (ωB97M-V with the def2-TZVPD basis set)
C -1.737 0.437 0.041
C -0.656 -0.502 -0.183
C 0.790 -0.342 0.509
C 1.611 0.501 -0.284
H -1.636 1.712 -0.100
H -0.539 -0.908 -1.302
H -0.658 -1.568 0.162
H 1.330 -1.373 0.411
H 0.727 -0.006 1.585
H 1.903 0.010 -1.158
S -3.328 0.052 0.264
S 2.194 1.989 0.055
```

As for the HOMO-LUMO gap: 0.2988 Ha. The calculation puts the energy above the lowest of the compared OMol25 structures with the same formula, charge and spin at 2.912 eV. As for the structure (SMILES): S=CCCC=S. Its multiplicity is 1.

Mulliken population analysis, charges in e, atoms 1 to 6: -0.3015, -0.2724, -0.3625, -0.4222, 0.2251, 0.3083

No. 3
ORCA calculation (ωB97M-V with the def2-TZVPD basis set) on 6 unconnected molecules or ions with the total composition C39H35Cl10O2P at a distorted geometry.

Structure (XYZ):
```
87
C39H35Cl10O2P (ωB97M-V with the def2-TZVPD basis set)
C 2.885 -3.606 0.629
C 2.833 -2.272 0.457
C 3.062 -1.534 -0.833
P 2.229 -2.185 -2.400
C 3.510 -3.066 -3.452
C 1.015 -3.502 -1.966
C -0.215 -2.918 -1.237
C 4.591 -1.307 -0.951
C 4.676 -0.135 -1.961
C 3.269 0.478 -1.796
O 2.752 1.309 -2.417
O 2.611 -0.158 -0.759
H 3.764 -4.208 0.398
H 2.048 -4.138 1.073
H 2.645 -1.652 1.337
H 3.465 -4.130 -3.195
H 3.215 -2.963 -4.491
H 4.519 -2.710 -3.270
H 1.466 -4.362 -1.461
H 0.654 -3.877 -2.934
H -0.990 -2.747 -1.984
H -0.008 -1.993 -0.699
H -0.616 -3.657 -0.537
H 5.087 -2.216 -1.293
H 5.087 -0.972 -0.043
H 4.754 -0.431 -3.006
H 5.451 0.577 -1.694
Cl -2.706 -3.802 3.954
C -2.591 -2.195 3.325
C -2.502 -1.948 1.962
Cl -2.511 -3.225 0.797
C -2.402 -0.643 1.501
C -2.392 0.412 2.397
C -2.486 0.167 3.761
C -2.584 -1.135 4.220
H -2.330 -0.449 0.439
H -2.312 1.428 2.033
H -2.481 0.991 4.467
H -2.655 -1.327 5.281
Cl -4.169 6.586 1.451
C -2.598 5.957 1.801
C -2.208 4.692 1.384
Cl -3.263 3.667 0.477
C -0.939 4.222 1.694
C -0.061 5.012 2.416
C -0.449 6.279 2.829
C -1.715 6.749 2.522
H -0.634 3.235 1.370
H 0.927 4.640 2.655
H 0.235 6.901 3.390
H -2.017 7.736 2.845
Cl -0.545 -5.831 -3.287
C -1.228 -5.765 -4.881
C -0.745 -4.912 -5.866
Cl 0.589 -3.851 -5.589
C -1.339 -4.898 -7.120
C -2.408 -5.733 -7.395
C -2.888 -6.589 -6.414
C -2.298 -6.603 -5.161
H -0.965 -4.233 -7.886
H -2.868 -5.716 -8.374
H -3.722 -7.245 -6.625
H -2.674 -7.269 -4.397
Cl 2.114 6.922 -6.298
C 3.034 6.019 -5.145
C 2.643 4.754 -4.726
Cl 1.217 3.995 -5.339
C 3.406 4.066 -3.792
C 4.559 4.641 -3.282
C 4.953 5.904 -3.705
C 4.191 6.590 -4.634
H 3.104 3.080 -3.460
H 5.151 4.103 -2.553
H 5.855 6.353 -3.309
H 4.497 7.574 -4.963
Cl -1.955 1.520 6.751
C -3.240 1.081 7.824
C -3.997 2.040 8.483
Cl -3.712 3.730 8.265
C -5.014 1.647 9.342
C -5.277 0.303 9.541
C -4.524 -0.656 8.878
C -3.508 -0.267 8.023
H -5.602 2.394 9.857
H -6.070 0.002 10.213
H -4.728 -1.708 9.029
H -2.920 -1.016 7.510
```

As for the HOMO-LUMO gap: 0.3093 Ha. As for the structure (SMILES): C=C[C@]1(P(C)CC)CCC(=O)O1.Clc1ccccc1Cl.Clc1ccccc1Cl.Clc1ccccc1Cl.Clc1ccccc1Cl.Clc1ccccc1Cl. Its multiplicity is 1.

Mulliken population analysis, charges in e, atoms 1 to 6: -0.9813, -0.8091, 1.3025, 0.0653, -1.2389, 0.5808

No. 4
ORCA calculation (ωB97M-V with the def2-TZVPD basis set) on a molecular structure, C37H32F3NdP2 at a distorted geometry.

Structure (XYZ):
```
75
C37H32F3NdP2 (ωB97M-V with the def2-TZVPD basis set)
C 0.584 -1.154 -1.999
C -0.450 -1.521 -1.136
C -1.751 -1.724 -1.623
C -2.027 -1.496 -2.970
C -1.000 -1.199 -3.872
C 0.312 -1.003 -3.346
P 0.030 -1.892 0.576
C -1.287 -3.082 1.117
C -2.424 -2.608 1.815
C -3.423 -3.513 2.163
C -3.366 -4.834 1.772
C -2.279 -5.277 1.010
C -1.232 -4.414 0.674
Nd -1.212 0.194 1.871
P 0.080 1.923 0.186
C -1.312 1.958 -0.946
C -1.160 2.284 -2.307
C -2.278 2.268 -3.140
C -3.545 1.890 -2.656
C -3.682 1.565 -1.309
C -2.591 1.617 -0.440
C -0.243 3.239 1.516
C 0.581 3.233 2.653
C 0.327 4.116 3.700
C -0.679 5.068 3.600
C -1.467 5.103 2.450
C -1.258 4.210 1.391
C 1.686 2.272 -0.573
C 2.733 1.342 -0.374
C 3.981 1.594 -0.932
C 4.188 2.751 -1.682
C 3.157 3.681 -1.850
C 1.893 3.459 -1.296
C 1.600 -2.777 0.564
C 2.035 -3.579 -0.505
C 3.286 -4.209 -0.397
C 4.062 -4.069 0.765
C 3.590 -3.310 1.840
C 2.360 -2.675 1.742
H 1.391 2.502 2.709
H 0.946 4.056 4.583
H -0.830 5.787 4.405
H -2.247 5.854 2.375
H -1.875 4.237 0.481
H -0.188 2.576 -2.714
H -2.193 2.559 -4.187
H -4.421 1.869 -3.318
H -4.650 1.279 -0.886
H -2.800 1.502 0.655
H 2.532 0.436 0.208
H 4.769 0.866 -0.770
H 5.169 2.935 -2.109
H 3.324 4.587 -2.419
H 1.083 4.191 -1.422
H 1.419 -3.725 -1.405
H 3.661 -4.824 -1.218
H 5.026 -4.573 0.859
H 4.155 -3.207 2.765
H 1.951 -2.087 2.563
H -2.688 -1.535 2.038
H -4.259 -3.117 2.721
H -4.170 -5.511 2.051
H -2.269 -6.306 0.678
H -0.387 -4.772 0.064
H -2.503 -2.172 -0.961
H -3.047 -1.632 -3.337
H -1.275 -1.144 -4.934
H 1.259 -0.789 -3.872
H 1.635 -1.089 -1.708
H 0.077 1.264 -4.680
H 0.579 0.939 -4.185
F 0.468 -1.310 4.428
C 0.541 -0.056 3.822
F 0.086 0.789 4.814
F 1.909 0.184 3.855
```

As for the HOMO-LUMO gap (spin up / spin down): 0.2518 / 0.2809 Ha. Its total charge is +2. Its multiplicity is 4.

Mulliken population analysis, charges in e, atoms 1 to 6: -0.3105, 1.3249, -0.9066, -0.5803, -0.8975, -1.7462

No. 5
ORCA calculation (ωB97M-V with the def2-TZVPD basis set) on a single C6H9NO molecule at a distorted geometry.

Structure (XYZ):
```
17
C6H9NO (ωB97M-V with the def2-TZVPD basis set)
C -0.917 0.112 -0.046
C 0.118 1.204 -0.644
C 1.087 -0.882 -0.926
C -0.117 -1.181 -0.095
C -0.078 -0.314 1.207
C 1.129 0.470 1.068
H -2.691 0.920 -0.022
H 0.049 1.725 -1.623
H 0.264 2.223 -0.092
H 0.793 -0.802 -1.978
H 2.063 -1.489 -0.905
H -0.513 -2.122 0.149
H -0.574 -0.713 2.107
H 1.628 -0.513 1.471
H 1.195 1.284 1.787
N 1.295 0.463 -0.402
O -2.326 -0.026 -0.182
```

As for the HOMO-LUMO gap: 0.3358 Ha. The calculation puts the energy above the lowest of the compared OMol25 structures with the same formula, charge and spin at 4.364 eV. As for the structure (SMILES): O[C@@]12CN3C[C@@H]1[C@@H]2C3. Its multiplicity is 1.

Mulliken population analysis, charges in e, atoms 1 to 6: 0.6194, -0.6943, -0.3193, -0.7404, -0.3180, -0.6825